Record 1
{"formula": "C28H28CdN3O3S3", "method": "wB97M-V/def2-TZVPD", "total_charge": -1, "species": ["Cd", "C", "O", "C", "N", "C", "C", "C", "C", "C", "C", "C", "C", "C", "C", "C", "C", "N", "C", "N", "C", "C", "O", "C", "C", "C", "C", "C", "C", "H", "H", "H", "H", "H", "H", "H", "H", "H", "H", "H", "H", "H", "H", "H", "H", "H", "H", "H", "S", "C", "S", "S", "C", "C", "C", "C", "O", "H", "H", "H", "H", "H", "H", "H", "H", "H"], "xyz": [[-0.26, 1.44, -0.05], [1.45, 1.00, 4.51], [2.48, 1.03, 3.50], [1.84, 1.24, 2.33], [0.59, 1.44, 2.34], [0.15, 1.37, 3.74], [-1.00, 0.44, 4.06], [-1.76, -0.18, 3.09], [-2.84, -0.99, 3.46], [-3.15, -1.17, 4.80], [-2.38, -0.56, 5.77], [-1.31, 0.24, 5.40], [2.69, 1.24, 1.12], [4.07, 1.15, 1.18], [4.77, 1.10, -0.01], [4.08, 1.12, -1.21], [2.70, 1.21, -1.17], [2.03, 1.29, -0.03], [1.86, 1.19, -2.38], [0.62, 1.42, -2.40], [0.17, 1.29, -3.79], [1.45, 0.85, -4.54], [2.49, 0.90, -3.54], [-1.01, 0.37, -4.04], [-1.38, 0.15, -5.36], [-2.47, -0.65, -5.67], [-3.19, -1.26, -4.65], [-2.82, -1.05, -3.33], [-1.73, -0.25, -3.02], [1.72, 1.71, 5.29], [1.40, 0.00, 4.93], [-0.17, 2.38, 4.00], [-1.52, -0.07, 2.04], [-3.43, -1.46, 2.69], [-3.99, -1.79, 5.08], [-2.61, -0.70, 6.82], [-0.72, 0.73, 6.17], [4.57, 1.11, 2.14], [5.85, 1.04, 0.00], [4.59, 1.05, -2.16], [-0.14, 2.29, -4.11], [1.73, 1.52, -5.35], [1.37, -0.17, -4.92], [-0.82, 0.62, -6.17], [-2.75, -0.80, -6.71], [-4.05, -1.88, -4.89], [-3.37, -1.52, -2.53], [-1.43, -0.13, -1.99], [-2.80, 5.36, 0.48], [-1.84, 4.01, 0.25], [-2.57, 2.43, 0.02], [-0.11, 4.09, 0.20], [-1.18, -2.76, 0.21], [0.16, -2.06, -0.08], [1.19, -2.55, 0.96], [0.65, -2.52, -1.47], [0.05, -0.70, -0.02], [-1.12, -3.84, 0.06], [-1.95, -2.36, -0.46], [-1.49, -2.56, 1.24], [1.27, -3.65, 0.97], [0.88, -2.21, 1.95], [2.17, -2.12, 0.73], [0.80, -3.60, -1.51], [1.60, -2.02, -1.71], [-0.08, -2.24, -2.24]]}

***

Record 2
{"formula": "C2H7N2O", "method": "wB97M-V/def2-TZVPD", "de_lowest_ev": 5.128, "total_charge": 1, "species": ["N", "C", "C", "N", "O", "H", "H", "H", "H", "H", "H", "H"], "xyz": [[-1.59, -1.45, 0.56], [0.24, 0.23, -1.25], [0.41, 1.09, -0.10], [1.54, 0.85, 0.64], [-0.38, 1.97, 0.14], [-0.74, -0.98, 0.36], [-2.27, -1.61, -0.16], [-1.67, -1.99, 1.40], [1.04, -0.46, -1.52], [-0.61, 0.38, -1.90], [2.48, 0.77, 0.27], [1.55, 1.19, 1.58]]}

***

Number 1: largest force on an atom 1.24 eV Å⁻¹, gap between HOMO and LUMO 5.11 eV, LUMO energy 0.07242 hartree. Number 2: largest force on an atom 1.58 eV Å⁻¹, gap between HOMO and LUMO 4.98 eV, LUMO energy -0.34203 hartree.